Below is a molecular structure, C41H36N3O5PSSn, with properties calculated with ωB97M-V with the def2-TZVPD basis set.

Highest occupied orbital energy ... -7.634 eV
Relative energy (zero: lowest compared OMol25 entry of this formula, charge and spin) ... 125.5 kJ/mol
E_tot ... -3078.1429 hartree

```
! wB97M-V def2-TZVPD RIJCOSX def2/J DEFGRID3
* xyz 0 1
Sn -0.722 0.344 -0.902
O -1.753 -1.364 1.704
S -2.880 -2.246 0.988
O -4.157 -1.888 1.499
O -2.634 -2.214 -0.424
C -2.271 -3.784 1.588
C -3.023 -4.922 1.818
C -2.359 -6.054 2.265
C -0.984 -6.026 2.481
C -0.247 -4.872 2.249
C -0.901 -3.733 1.799
P -0.166 -2.073 1.481
C 2.350 -3.539 -0.088
C 2.744 -4.812 0.303
C 2.253 -5.915 -0.378
C 1.372 -5.753 -1.441
C 0.985 -4.474 -1.815
C 1.464 -3.357 -1.142
C 0.455 -1.729 3.159
C -0.242 -2.065 4.321
C 0.307 -1.790 5.560
C 1.557 -1.181 5.649
C 2.254 -0.844 4.500
C 1.699 -1.109 3.253
H -4.095 -4.916 1.665
H -2.918 -6.962 2.450
H -0.483 -6.910 2.854
H 0.820 -4.848 2.442
H 3.439 -4.920 1.126
H 2.570 -6.907 -0.082
H 0.996 -6.617 -1.973
H 0.302 -4.337 -2.644
H 1.151 -2.360 -1.423
H -1.215 -2.537 4.252
H -0.233 -2.052 6.461
H 1.986 -0.972 6.622
H 3.225 -0.371 4.572
H 2.229 -0.843 2.345
C 4.861 1.133 -1.794
C 3.617 0.390 -1.394
N 2.428 0.769 -1.659
O 2.358 1.966 -2.320
C 3.714 -0.914 -0.677
C 4.946 -1.765 -0.807
N 2.702 -1.227 0.039
O 2.864 -2.502 0.650
H 4.596 2.152 -2.058
H 5.326 0.674 -2.670
H 5.588 1.149 -0.982
H 1.418 2.217 -2.164
H 5.745 -1.246 -1.327
H 4.706 -2.677 -1.357
H 5.291 -2.066 0.182
N -0.034 2.312 -1.078
C -0.264 3.500 -0.725
C -0.664 3.814 0.685
C -1.668 4.738 0.961
C -2.085 4.947 2.267
C -1.497 4.243 3.309
C -0.502 3.311 3.039
C -0.096 3.093 1.732
C -0.167 4.634 -1.703
C 0.206 5.915 -1.300
C 0.303 6.943 -2.228
C 0.023 6.701 -3.566
C -0.340 5.424 -3.975
C -0.425 4.397 -3.050
H -2.143 5.269 0.146
H -2.874 5.660 2.472
H -1.817 4.416 4.329
H -0.050 2.750 3.848
H 0.677 2.366 1.508
H 0.430 6.105 -0.258
H 0.596 7.933 -1.904
H 0.087 7.506 -4.287
H -0.555 5.232 -5.019
H -0.707 3.396 -3.355
C -5.054 2.809 -0.217
C -4.376 2.265 0.864
C -3.216 1.526 0.659
C -2.705 1.310 -0.623
C -3.401 1.873 -1.695
C -4.561 2.613 -1.502
H -5.960 3.383 -0.062
H -4.744 2.422 1.871
H -2.709 1.113 1.526
H -3.034 1.739 -2.710
H -5.082 3.035 -2.354
*
```

Atomic partial charges in e from the Löwdin method, atoms 1 to 8: 1.190 -0.509 0.550 -0.238 -0.324 -0.280 -0.034 -0.064